# 1
Formula: C40H42Cl3N4ORuSSi2
Source: the OMol25 dataset
Level of theory: the ωB97M-V functional and the def2-TZVPD basis

Calculated values
Relative energy (zero: lowest compared OMol25 entry of this formula, charge and spin) in kcal/mol: 0.0
HOMO level (alpha / beta) in eV: -7.68 / -7.44
Gap between HOMO and LUMO (alpha / beta) in eV: 7.726 / 6.746
Multiplicity: 2

Positions of all 94 atoms, in Å:
Ru: -0.8400 0.9006 -0.2884
C: -2.8501 -1.6902 1.2935
Si: -1.8560 -0.1028 1.5209
C: -0.3403 -0.5468 2.6010
C: -2.8742 1.0560 2.6076
C: -3.4692 0.6946 3.8195
C: -4.1028 1.6433 4.6061
C: -4.1466 2.9709 4.1906
C: -3.5718 3.3372 2.9841
C: -2.9367 2.3876 2.1791
Si: -2.2422 2.7046 0.4524
C: -1.2906 4.3465 0.5068
C: -3.7609 3.0342 -0.6344
H: -2.9441 -2.2297 2.2400
H: -2.4036 -2.3655 0.5613
H: -3.8552 -1.4502 0.9406
H: 0.1685 -1.4382 2.2271
H: -0.6566 -0.7373 3.6309
H: 0.3882 0.2714 2.6363
H: -3.4354 -0.3368 4.1583
H: -4.5599 1.3555 5.5452
H: -4.6349 3.7143 4.8092
H: -3.6240 4.3743 2.6664
H: -1.9859 5.1828 0.6253
H: -0.7219 4.5130 -0.4114
H: -0.5887 4.3767 1.3436
H: -3.5047 3.5911 -1.5377
H: -4.4843 3.6283 -0.0692
H: -4.2371 2.0988 -0.9314
C: 0.5393 3.3697 -4.9983
C: -0.3060 2.3448 -4.2338
C: -1.7703 2.7919 -4.1507
C: -0.2093 0.9562 -4.8806
C: 0.2129 2.2408 -2.8595
N: 0.6152 2.1595 -1.7846
H: 0.1476 3.4590 -6.0120
H: 1.5821 3.0574 -5.0574
H: 0.4937 4.3495 -4.5231
H: -2.1815 2.8282 -5.1606
H: -1.8529 3.7837 -3.7046
H: -2.3538 2.0889 -3.5570
H: -0.5923 1.0161 -5.9003
H: -0.8058 0.2342 -4.3229
H: 0.8243 0.6098 -4.9176
N: -6.8654 -2.8598 -7.1975
C: -6.2025 -2.4337 -6.3606
C: -5.3698 -1.9033 -5.3168
C: -4.1209 -2.4704 -5.0675
C: -3.3155 -1.9528 -4.0725
C: -3.7428 -0.8666 -3.2978
C: -5.0041 -0.3130 -3.5532
C: -5.8074 -0.8209 -4.5550
C: -2.9040 -0.3191 -2.2838
C: -2.1410 0.1842 -1.4704
H: -3.7887 -3.3115 -5.6609
H: -2.3425 -2.3847 -3.8787
H: -5.3419 0.5216 -2.9534
H: -6.7791 -0.3879 -4.7507
Cl: 6.6967 1.7217 4.7727
C: 6.1562 0.5836 3.5845
C: 5.1498 0.9337 2.7043
C: 4.7198 -0.0017 1.7761
C: 5.2665 -1.2765 1.6982
C: 4.7891 -2.3296 0.7192
C: 4.1581 -1.8200 -0.6023
N: 2.7151 -1.6235 -0.6112
C: 1.7702 -2.6258 -0.6386
C: 0.5608 -2.0129 -0.5468
N: 0.7473 -0.6518 -0.4789
C: 2.0454 -0.4559 -0.5336
O: 3.9973 -3.3467 1.3147
C: 3.0872 -2.9950 2.3622
C: 3.6899 -3.0442 3.7367
C: 4.3017 -4.1351 4.2763
Cl: 4.4917 -5.6715 3.5400
S: 4.8842 -3.8562 5.8638
C: 4.2683 -2.2575 5.8472
C: 3.6653 -1.9632 4.6671
C: 6.2915 -1.5817 2.5975
Cl: 7.0466 -3.1422 2.5785
C: 6.7390 -0.6710 3.5376
H: 4.7033 1.9170 2.7505
H: 3.9212 0.2785 1.1078
H: 5.6827 -2.8635 0.3899
H: 4.3690 -2.5661 -1.3673
H: 4.6334 -0.8904 -0.9157
H: 2.0519 -3.6617 -0.6976
H: -0.4259 -2.4415 -0.5333
H: 2.5186 0.5120 -0.5648
H: 2.2893 -3.7349 2.2852
H: 2.6409 -2.0114 2.2032
H: 4.3907 -1.6211 6.7084
H: 3.2041 -1.0096 4.4518
H: 7.5268 -0.9407 4.2258

Results of the Mulliken charge analysis, in e, for atoms 1 through 8:
1 Ru -0.150
2 C -1.223
3 Si 0.945
4 C -1.182
5 C -0.163
6 C -0.557
7 C -0.623
8 C -0.624

# 2
Formula: C40H42I2N14OPRbSTe
Source: the OMol25 dataset
Level of theory: the ωB97M-V functional and the def2-TZVPD basis

Calculated values
Relative energy (zero: lowest compared OMol25 entry of this formula, charge and spin) in kcal/mol: 0.0
Total charge: -2
HOMO level in eV: -2.11
Gap between HOMO and LUMO in eV: 5.459

Positions of all 103 atoms, in Å:
Rb: 0.8447 -1.2522 -0.1053
I: -1.5040 -5.6895 -7.6097
C: -0.9390 -4.7011 -5.8523
C: 0.1984 -5.1002 -5.1678
C: 0.5613 -4.4299 -4.0157
I: 2.2655 -5.0217 -2.9665
C: -0.1709 -3.3277 -3.4709
O: 0.1848 -2.6998 -2.4345
C: -1.3536 -2.9777 -4.2123
C: -2.2262 -1.8672 -3.6747
N: -1.5732 -0.5905 -3.3982
C: -0.6688 -0.1347 -4.4365
C: 0.0628 1.0950 -3.9584
C: 0.2797 2.1833 -4.7969
C: 0.9727 3.2819 -4.3147
C: 1.4198 3.2678 -3.0050
C: 1.1512 2.1450 -2.2367
N: 0.4994 1.0804 -2.6963
C: -1.7037 -3.6431 -5.3682
H: 0.8014 -5.9235 -5.5271
H: -2.6697 -2.1791 -2.7249
H: -3.0481 -1.6982 -4.3813
H: -0.9951 -0.7195 -2.5738
H: -1.2334 0.1050 -5.3437
H: 0.0790 -0.8954 -4.7127
H: -0.0956 2.1593 -5.8125
H: 1.1587 4.1380 -4.9528
H: 1.9710 4.0932 -2.5757
H: 1.4873 2.1071 -1.2048
H: -2.5977 -3.3332 -5.9001
C: -2.3301 1.9429 2.8410
N: -2.4259 1.3554 1.5184
C: -2.3535 2.0381 0.3410
C: -2.2671 1.0977 -0.6410
N: -2.2389 -0.1655 -0.0936
C: -2.3113 0.0310 1.2126
P: -2.4677 -1.2337 2.5043
C: -0.8119 -1.0888 3.2498
N: 0.2040 -0.3748 2.8036
C: 1.2088 -0.5620 3.7174
C: 0.7870 -1.3789 4.7252
N: -0.5086 -1.6994 4.4278
C: -1.3904 -2.5471 5.2072
C: -2.2843 -2.7603 1.5434
N: -1.4157 -2.9608 0.5757
C: -1.5852 -4.2455 0.1623
C: -2.5727 -4.8394 0.9007
N: -3.0214 -3.8922 1.7754
C: -4.0473 -4.1151 2.7737
H: -2.7282 2.9542 2.8061
H: -2.9145 1.3495 3.5473
H: -1.2896 1.9816 3.1616
H: -2.3121 3.1114 0.3212
H: -2.2143 1.2233 -1.7097
H: 2.1869 -0.1337 3.5790
H: 1.2881 -1.8005 5.5805
H: -0.8322 -2.9408 6.0536
H: -2.2459 -1.9710 5.5639
H: -1.7446 -3.3886 4.6128
H: -0.9873 -4.6545 -0.6367
H: -2.9622 -5.8424 0.9134
H: -4.9785 -4.4143 2.2912
H: -3.7188 -4.8964 3.4595
H: -4.2173 -3.1905 3.3208
C: 3.2952 3.9466 3.1567
C: 2.3495 2.7850 3.3631
N: 1.1231 2.9804 2.6050
C: 0.6607 4.2359 2.3009
N: -0.3260 4.3608 1.4788
C: -0.7262 5.7130 1.1670
C: -0.7423 6.5811 2.4180
C: 0.6677 6.6073 2.9738
N: 1.2624 5.2875 2.9686
C: 2.5881 5.2200 3.5615
H: 3.5667 3.9826 2.0990
H: 4.2117 3.8129 3.7338
H: 2.1232 2.6545 4.4292
H: 2.8183 1.8753 2.9983
H: 0.9829 2.2921 1.8764
H: -1.7168 5.6908 0.7038
H: -0.0533 6.1683 0.4232
H: -1.4272 6.1349 3.1444
H: -1.0790 7.6011 2.2162
H: 0.6790 6.9927 4.0015
H: 1.2889 7.2887 2.3748
H: 2.5074 5.2890 4.6557
H: 3.1561 6.0971 3.2270
Te: 4.0117 1.3573 0.1619
C: 5.3314 1.6609 1.7773
C: 5.4272 0.9853 2.9673
C: 6.4133 1.5069 3.8525
C: 7.0751 2.5786 3.3335
S: 6.4843 2.9419 1.7591
H: 4.8108 0.1248 3.1915
H: 6.6233 1.0925 4.8302
H: 7.8719 3.1495 3.7839
N: 1.5983 -3.4535 2.0609
C: 1.2007 -4.0814 2.9458
C: 0.6935 -4.8106 4.0454
C: 1.2863 -4.6391 5.3130
N: 1.7494 -4.5042 6.3663
C: -0.5149 -5.5214 3.9507
N: -1.5245 -6.0898 3.9171

Results of the Mulliken charge analysis, in e, for atoms 1 through 8:
1 Rb 0.523
2 I -0.059
3 C -0.351
4 C -0.386
5 C -0.338
6 I -0.011
7 C -0.022
8 O 0.004

# 3
Formula: C40H42N4O2P2Pt
Source: the OMol25 dataset
Level of theory: the ωB97M-V functional and the def2-TZVPD basis

Calculated values
Relative energy (zero: lowest compared OMol25 entry of this formula, charge and spin) in kcal/mol: 47.5
Total charge: +1
HOMO level (alpha / beta) in eV: -9.56 / -9.83
Gap between HOMO and LUMO (alpha / beta) in eV: 7.027 / 6.776
Multiplicity: 2

Positions of all 91 atoms, in Å:
Pt: -0.1714 -0.0167 -0.1694
C: 1.8895 -3.3206 -2.1624
N: 1.2258 -2.1351 -1.6370
P: -0.4779 -1.9562 -1.4880
C: -1.0830 -3.5755 -0.9872
C: -2.2618 -4.1078 -1.5192
C: -2.7598 -5.2988 -1.0282
C: -2.1136 -5.9584 0.0089
C: -0.9580 -5.4193 0.5589
C: -0.4532 -4.2300 0.0779
C: -1.0680 -1.6453 -3.1729
C: -1.6234 -0.4041 -3.4648
C: -2.0028 -0.1122 -4.7625
C: -1.8220 -1.0548 -5.7639
C: -1.2760 -2.2953 -5.4693
C: -0.8936 -2.5970 -4.1753
P: 1.9183 -0.5304 -1.6105
C: 2.3878 -0.3566 0.1552
C: 2.4120 0.9444 0.6891
C: 2.7279 1.1480 2.0192
C: 3.0041 0.0617 2.8424
C: 2.9831 -1.2224 2.3237
C: 2.6750 -1.4394 0.9912
C: 3.4936 -0.8913 -2.4621
C: 3.4503 -0.8681 -3.8556
C: 4.5983 -1.0974 -4.5889
C: 5.7986 -1.3312 -3.9329
C: 5.8485 -1.3325 -2.5470
C: 4.7032 -1.0980 -1.8062
H: 1.2765 -4.1937 -1.9344
H: 2.8632 -3.4518 -1.6882
H: 2.0396 -3.2715 -3.2436
H: -2.7744 -3.5936 -2.3208
H: -3.6604 -5.7157 -1.4511
H: -2.5122 -6.8851 0.3910
H: -0.4554 -5.9300 1.3669
H: 0.4435 -3.8020 0.5044
H: -1.7715 0.3050 -2.6554
H: -2.4449 0.8454 -4.9926
H: -2.1120 -0.8257 -6.7771
H: -1.1513 -3.0334 -6.2464
H: -0.4813 -3.5680 -3.9382
H: 2.2529 1.7908 0.0287
H: 2.7651 2.1491 2.4197
H: 3.2407 0.2185 3.8829
H: 3.2266 -2.0642 2.9553
H: 2.6759 -2.4407 0.5832
H: 2.5068 -0.6730 -4.3511
H: 4.5648 -1.0833 -5.6688
H: 6.7005 -1.4954 -4.5031
H: 6.7858 -1.5100 -2.0396
H: 4.7472 -1.0853 -0.7256
O: -0.9748 1.9756 -0.7416
N: -0.0839 2.8625 -1.1342
C: 0.4391 3.7459 -0.2321
C: 1.3811 4.6596 -0.6090
C: 1.8300 4.6991 -1.9335
C: 1.2788 3.7906 -2.8444
C: 0.3329 2.8925 -2.4368
H: 0.0624 3.6595 0.7746
H: 1.7773 5.3448 0.1237
H: 2.5687 5.4170 -2.2420
H: 1.5971 3.7939 -3.8746
H: -0.1272 2.1635 -3.0861
C: -2.8945 4.9783 5.4367
C: -3.7386 3.7078 5.4316
N: -3.2425 2.7024 4.4978
C: -4.0037 2.4656 3.2917
C: -3.8214 3.5783 2.2577
C: -2.1309 2.0311 4.8557
O: -1.5260 2.2545 5.8887
C: -1.6500 0.9050 3.9786
C: -1.4110 -0.3208 4.6161
C: -0.9116 -1.3808 3.8731
C: -0.6749 -1.1969 2.5293
N: -0.8699 -0.0140 1.9232
C: -1.3292 1.0177 2.6364
H: -3.3324 5.7049 6.1156
H: -2.8362 5.4191 4.4446
H: -1.8914 4.7467 5.7849
H: -4.7728 3.9305 5.1645
H: -3.7182 3.2817 6.4404
H: -5.0636 2.3876 3.5543
H: -3.6999 1.5089 2.8622
H: -4.3161 4.4916 2.5778
H: -4.2496 3.2685 1.3077
H: -2.7652 3.7959 2.1127
H: -1.6155 -0.4179 5.6699
H: -0.7147 -2.3366 4.3313
H: -0.3306 -2.0081 1.9002
H: -1.4486 1.9460 2.0955

Results of the Mulliken charge analysis, in e, for atoms 1 through 8:
1 Pt 2.811
2 C -1.316
3 N 0.438
4 P 0.351
5 C 0.515
6 C -0.930
7 C -0.696
8 C -0.602

# 4
Formula: C40H43BN7NiOP2S
Source: the OMol25 dataset
Level of theory: the ωB97M-V functional and the def2-TZVPD basis

Calculated values
Relative energy (zero: lowest compared OMol25 entry of this formula, charge and spin) in kcal/mol: 0.0
Total charge: +1
HOMO level (alpha / beta) in eV: -10.71 / -10.73
Gap between HOMO and LUMO (alpha / beta) in eV: 8.149 / 7.892
Multiplicity: 3

Positions of all 96 atoms, in Å:
Ni: 1.0695 0.6169 -1.0139
C: -2.9762 -4.4041 3.6867
S: -1.9993 -3.2249 4.6471
C: -2.7150 -1.6869 4.0098
C: -2.2255 -1.2816 2.6218
C: -0.7245 -1.0347 2.6092
N: -0.2059 -0.4757 1.3429
P: -0.0492 -1.3039 -0.1311
C: 0.7738 -2.8841 0.1629
C: 1.8762 -3.2168 -0.6270
C: 2.4726 -4.4674 -0.5053
C: 1.9777 -5.3838 0.4137
C: 0.8773 -5.0619 1.2019
C: 0.2671 -3.8255 1.0652
C: -1.7168 -1.8173 -0.6367
C: -1.9247 -3.0198 -1.3125
C: -3.1888 -3.3444 -1.7902
C: -4.2532 -2.4744 -1.5989
C: -4.0507 -1.2672 -0.9393
C: -2.7870 -0.9374 -0.4702
P: 0.2226 1.1529 1.0989
C: -1.2628 2.0923 1.5647
C: -1.5266 2.4584 2.8853
C: -2.7390 3.0537 3.2139
C: -3.6895 3.2979 2.2283
C: -3.4265 2.9569 0.9072
C: -2.2171 2.3563 0.5798
C: 1.4315 1.6960 2.3367
C: 1.9730 0.9294 3.3633
C: 2.8984 1.4838 4.2372
C: 3.3009 2.8018 4.0863
C: 2.7785 3.5723 3.0538
C: 1.8494 3.0216 2.1826
H: -2.6183 -5.3996 3.9473
H: -2.8492 -4.2580 2.6128
H: -4.0317 -4.3294 3.9470
H: -2.4704 -0.9145 4.7443
H: -3.8001 -1.8037 4.0112
H: -2.7396 -0.3643 2.3125
H: -2.4943 -2.0544 1.8973
H: -0.1958 -1.9599 2.8286
H: -0.4821 -0.3433 3.4140
H: 2.2833 -2.4910 -1.3226
H: 3.3285 -4.7196 -1.1204
H: 2.4437 -6.3574 0.5124
H: 0.4899 -5.7805 1.9159
H: -0.6103 -3.5954 1.6638
H: -1.1044 -3.7109 -1.4672
H: -3.3412 -4.2828 -2.3097
H: -5.2401 -2.7368 -1.9631
H: -4.8774 -0.5827 -0.7890
H: -2.6373 0.0028 0.0501
H: -0.7799 2.2946 3.6557
H: -2.9381 3.3377 4.2416
H: -4.6335 3.7643 2.4900
H: -4.1600 3.1622 0.1351
H: -2.0115 2.0819 -0.4511
H: 1.7006 -0.1112 3.4835
H: 3.3096 0.8782 5.0355
H: 4.0273 3.2270 4.7685
H: 3.0989 4.5980 2.9216
H: 1.4469 3.6308 1.3784
B: 3.7484 1.0418 -2.3300
N: 3.0918 2.4374 -2.1125
C: 3.5025 3.6859 -2.3684
C: 2.4977 4.5630 -1.9878
C: 1.4887 3.7346 -1.4928
N: 1.8547 2.4544 -1.5791
N: 3.9677 0.4012 -0.9276
C: 5.0862 0.1286 -0.2486
C: 4.7432 -0.5206 0.9268
C: 3.3541 -0.6081 0.8795
N: 2.8839 -0.0609 -0.2470
H: 4.7901 1.1386 -2.9285
H: 2.9073 0.3458 -2.8907
H: 4.4747 3.8691 -2.8066
H: 2.4979 5.6396 -2.0591
H: 0.5211 4.0036 -1.0857
H: 6.0529 0.4019 -0.6488
H: 5.4040 -0.8811 1.7013
H: 2.6820 -1.0734 1.5866
N: -1.5137 2.2860 -7.3494
C: -1.3520 1.0576 -6.7948
O: -1.5029 0.0195 -7.4009
C: -0.9800 1.0166 -5.3264
C: -1.2756 2.0244 -4.4216
C: -0.9063 1.8680 -3.1005
N: -0.2794 0.7810 -2.6467
C: -0.0155 -0.1997 -3.5258
C: -0.3495 -0.1245 -4.8620
H: -1.7366 2.3323 -8.3292
H: -1.2541 3.1316 -6.8761
H: -1.8052 2.9233 -4.7139
H: -1.1190 2.6423 -2.3746
H: 0.4679 -1.0855 -3.1316
H: -0.1310 -0.9344 -5.5452

Results of the Mulliken charge analysis, in e, for atoms 1 through 8:
1 Ni -0.544
2 C -0.766
3 S -0.084
4 C -1.279
5 C 0.257
6 C -1.324
7 N 0.723
8 P 1.335

# 5
Formula: C40H43BiCl2N6O2S2Te
Source: the OMol25 dataset
Level of theory: the ωB97M-V functional and the def2-TZVPD basis

Calculated values
Relative energy (zero: lowest compared OMol25 entry of this formula, charge and spin) in kcal/mol: 0.0
Total charge: +2
HOMO level in eV: -12.65
Gap between HOMO and LUMO in eV: 6.953

Positions of all 97 atoms, in Å:
Bi: -0.4599 -1.6480 0.7149
S: -4.5212 1.3030 4.2113
C: -5.3677 2.0257 5.5040
C: -4.5265 2.6368 6.3819
C: -3.1663 2.5134 5.9984
C: -3.0033 1.8111 4.8373
C: -1.7490 1.4940 4.1503
C: -1.7230 0.5733 3.0894
N: -0.6376 0.2528 2.4138
C: 0.5442 0.8213 2.7521
C: 0.6337 1.7401 3.8038
C: 1.9047 2.3308 4.1286
C: 3.0065 2.0189 3.4213
C: 2.9425 1.0890 2.3241
C: 4.0683 0.7685 1.5512
C: 3.9743 -0.1189 0.5023
C: 2.7061 -0.6656 0.2378
N: 1.6317 -0.3781 0.9493
C: 1.7247 0.4903 1.9918
C: 5.1337 -0.4974 -0.3101
C: 6.4528 -0.3754 0.0266
C: 7.3265 -0.8573 -0.9815
C: 6.6521 -1.3439 -2.0585
S: 4.9618 -1.2186 -1.8610
C: -0.5423 2.0690 4.4930
H: -6.4425 1.9638 5.5460
H: -4.8600 3.1520 7.2688
H: -2.3507 2.9209 6.5767
H: -2.6368 0.0690 2.7918
H: 1.9542 3.0326 4.9504
H: 3.9617 2.4649 3.6647
H: 5.0142 1.2395 1.7860
H: 2.5586 -1.3575 -0.5805
H: 6.7981 0.0237 0.9688
H: 8.4025 -0.8520 -0.9031
H: 7.0610 -1.7710 -2.9588
H: -0.4891 2.7934 5.2955
N: -2.9781 -2.3748 1.1598
C: -3.1875 -2.7463 2.5835
C: -3.4070 -4.2386 2.8154
C: -2.1430 -5.0938 2.7564
C: -1.6225 -5.4045 1.3464
N: -0.4267 -4.6066 1.0161
H: -3.7274 -1.7827 0.8178
H: -2.9936 -3.1937 0.5609
H: -4.0357 -2.1905 2.9847
H: -2.3094 -2.4186 3.1547
H: -4.1414 -4.6219 2.1002
H: -3.8722 -4.3436 3.7972
H: -2.3399 -6.0393 3.2614
H: -1.3565 -4.6055 3.3416
H: -2.3733 -5.1825 0.5866
H: -1.4225 -6.4752 1.2582
H: -0.0441 -4.9337 0.1339
H: 0.2973 -4.7870 1.7066
N: 1.3242 0.4593 -2.4555
C: 1.7088 0.2620 -3.5328
N: 2.0945 0.0008 -4.7609
C: 3.4780 0.3313 -5.1581
C: 3.5466 1.7266 -5.7588
C: 2.5456 1.8799 -6.9026
C: 1.1321 1.5080 -6.4594
C: 1.1018 0.1164 -5.8478
H: 3.7696 -0.4225 -5.8937
H: 4.1187 0.2203 -4.2854
H: 4.5624 1.9156 -6.1090
H: 3.3350 2.4624 -4.9763
H: 2.8457 1.2392 -7.7375
H: 2.5607 2.9038 -7.2755
H: 0.4444 1.5397 -7.3060
H: 0.7693 2.2315 -5.7226
H: 1.3739 -0.6399 -6.5877
H: 0.1245 -0.1486 -5.4459
C: -3.1676 0.9252 -0.3938
Te: -1.2939 0.3580 -1.2430
C: -0.6315 2.1903 -0.4215
C: -1.8690 3.0561 -0.4717
C: -1.7826 4.4410 -0.5356
C: -2.9390 5.2042 -0.5845
C: -4.1825 4.5872 -0.5804
C: -4.2740 3.2052 -0.5251
C: -3.1194 2.4353 -0.4643
H: -3.2336 0.5691 0.6352
H: -3.9798 0.4914 -0.9735
H: 0.1995 2.5446 -1.0254
H: -0.2858 2.0063 0.5947
H: -0.8135 4.9226 -0.5551
H: -2.8696 6.2815 -0.6416
H: -5.0821 5.1841 -0.6356
H: -5.2446 2.7260 -0.5363
Cl: -1.0054 -3.0196 -4.2933
C: 0.0108 -3.7138 -3.0285
Cl: -0.2816 -5.4378 -2.7727
C: -0.2499 -2.9970 -1.7165
O: 0.7546 -2.5086 -1.1199
O: -1.3976 -2.9215 -1.2348
H: 1.0478 -3.5903 -3.3211

Results of the Mulliken charge analysis, in e, for atoms 1 through 8:
1 Bi 1.918
2 S -0.028
3 C -0.406
4 C -0.596
5 C -0.634
6 C 0.446
7 C 0.356
8 C -0.402

> What is the relative energy (zero: lowest compared OMol25 entry of this formula, charge and spin) in the second record?

0.0 kcal/mol